P | 19
Properties=species:S:1:pos:R:3 method="wB97M-V/def2-TZVPD" homo_ev="-5.64 / -5.64" charge=0 gap_ev="6.5 / 6.5"
C 0.269 -0.276 1.002
C 1.373 0.643 -0.177
C 1.274 0.805 1.320
C -1.335 1.240 -0.330
C -0.375 0.066 -0.359
N 0.550 -1.597 1.257
C -0.661 -0.958 -1.245
O -1.640 -0.789 -2.222
H -2.094 -1.625 -2.367
H -0.254 -2.214 1.180
H 1.204 -1.801 1.999
H -0.018 -1.826 -1.347
H 0.869 1.746 1.681
H 2.113 -0.059 -0.538
H 1.359 1.544 -0.781
H 2.135 0.491 1.905
H -0.936 2.098 0.213
H -1.567 1.566 -1.343
H -2.269 0.947 0.151



Q | 19
Properties=species:S:1:pos:R:3 method="wB97M-V/def2-TZVPD" smiles=CCc1cc[nH]c1.O homo_ev=-8.24 charge=0 gap_ev=9.2
C -1.995 -0.228 -1.847
C -1.857 -0.915 -0.486
C -0.466 -0.818 0.051
C 0.197 -1.907 0.563
N 1.433 -1.499 1.033
C 1.588 -0.177 0.712
C 0.436 0.279 0.127
H -2.902 0.367 -2.012
H -1.263 0.579 -1.952
H -1.856 -0.890 -2.698
H -2.577 -0.406 0.171
H -2.206 -1.945 -0.408
H -0.119 -2.917 0.711
H 2.227 -2.074 1.207
H 2.488 0.400 0.835
H 0.367 1.327 -0.093
H 0.287 3.246 0.478
H 0.882 4.163 -0.570
O 0.938 3.904 0.344



R | 19
Properties=species:S:1:pos:R:3 method="wB97M-V/def2-TZVPD" smiles="N/C=C/CCCC=O" homo_ev=-8.58 charge=0 gap_ev=9.6
O 2.611 -1.696 -1.982
C 1.552 -1.110 -1.935
C 0.326 -1.431 -1.103
C 0.727 -1.324 0.417
C 0.778 0.184 0.791
N -2.553 2.119 0.689
C -1.268 1.514 0.315
C -0.471 0.802 1.171
H 1.407 -0.169 -2.482
H 0.120 -2.529 -1.288
H -0.595 -1.007 -1.478
H 1.596 -1.894 0.782
H 0.097 -1.920 0.970
H 1.086 0.733 -0.259
H 1.530 0.352 1.593
H -2.435 3.105 0.605
H -2.836 1.813 1.654
H -0.950 1.722 -0.688
H -0.721 0.739 2.230



S | 19
Properties=species:S:1:pos:R:3 method="wB97M-V/def2-TZVPD" smiles="CCC(=O)N1C[C@@H]1C" homo_ev=-9.73 charge=0 gap_ev=10.7
C -2.816 -0.452 -0.525
C -1.907 0.607 0.072
C -0.630 0.000 0.586
C 1.467 1.390 0.253
C 1.698 -0.036 0.426
C 2.485 -1.027 -0.436
H -2.493 -0.852 -1.522
H -3.887 -0.188 -0.719
H -2.880 -1.358 0.160
H -1.534 1.451 -0.533
H -2.420 1.025 0.945
H 1.960 1.810 -0.694
H 1.236 1.940 1.127
H 1.614 -0.475 1.413
H 3.546 -0.529 -0.599
H 2.048 -1.010 -1.439
H 2.640 -1.988 0.034
N 0.452 0.420 -0.154
O -0.576 -0.729 1.603



Each structure's energy above the most stable one, in hartree: P 0.1403; Q 0.0000; R 0.0609; S 0.0493.



P | 19
Properties=species:S:1:pos:R:3 method="wB97M-V/def2-TZVPD" smiles=C[C@@H]1O[C@@H](C)[C@@H]2N[C@H]21 homo_ev=-8.81 charge=0 gap_ev=9.8
C 0.379 2.255 -1.054
C 0.516 1.220 -0.114
C 0.147 -1.248 -0.199
C 1.455 -1.998 0.157
C -0.749 -0.859 0.888
C -1.005 0.577 0.262
H 1.237 2.869 -1.338
H -0.072 3.059 -0.561
H -0.436 2.112 -1.891
H 1.020 1.387 0.973
H -0.310 -1.466 -1.255
H 1.908 -1.489 1.071
H 1.484 -3.203 0.314
H 1.852 -1.629 -0.959
H -0.153 -0.598 1.865
H -2.196 -0.204 1.969
H -1.569 0.575 -0.696
N -2.097 -0.117 0.969
O 0.933 -0.034 -0.739



Q | 19
Properties=species:S:1:pos:R:3 method="wB97M-V/def2-TZVPD" smiles="CCC(=O)/C=C/CN" homo_ev="-7.60 / -7.60" charge=0 gap_ev="8.2 / 8.2"
C -0.001 2.381 -0.345
C 0.529 -1.302 0.263
C 0.476 -2.466 1.230
C -1.261 -0.954 -0.212
N 1.005 2.191 -1.413
C -1.040 1.307 -0.282
C -0.909 0.178 0.535
O -1.837 -1.552 -1.040
H 1.489 1.308 -1.281
H 0.538 2.136 -2.313
H -0.478 3.350 -0.528
H 0.541 2.458 0.602
H -1.787 1.280 -1.066
H 1.270 -0.558 0.553
H 0.794 -1.601 -0.751
H -0.730 0.151 1.611
H -0.184 -3.251 0.865
H 0.120 -2.147 2.210
H 1.465 -2.910 1.362



R | 19
Properties=species:S:1:pos:R:3 method="wB97M-V/def2-TZVPD" smiles="CC(=O)N1CCCC1" homo_ev=-9.33 charge=0 gap_ev=10.3
C -0.019 0.981 -1.227
N -0.314 0.647 0.172
C 0.748 0.611 1.112
C 0.237 0.803 2.628
O 1.920 0.656 0.865
C -0.819 -0.763 0.149
C -0.184 -1.436 -1.065
C 0.063 -0.320 -2.050
H -0.735 1.701 -1.636
H 0.970 1.503 -1.273
H -0.620 0.177 2.825
H 1.210 0.468 3.021
H 0.014 1.843 2.736
H -1.924 -0.774 0.225
H -0.547 -1.285 1.081
H -0.877 -2.205 -1.435
H 0.673 -1.942 -0.626
H 0.940 -0.314 -2.697
H -0.736 -0.351 -2.805



Each structure's energy above the most stable one, in hartree: P 0.2624; Q 0.1195; R 0.0000.



P | 39
Properties=species:S:1:pos:R:3 method="wB97M-V/def2-TZVPD" homo_ev=-10.32 charge=0 gap_ev=9.6
O -2.749 -0.172 1.231
H -3.145 0.392 1.878
H -1.835 -0.431 1.368
O 2.366 2.454 1.986
H 2.914 2.565 1.218
H 1.355 2.462 1.823
O 3.747 -2.224 -0.339
H 3.960 -3.021 -0.962
H 2.701 -2.153 -0.261
O -0.962 4.031 -0.236
H -1.327 3.172 -0.470
H -0.494 4.236 -1.159
O 0.388 -0.024 -0.702
H 0.053 0.831 -0.167
H 0.672 -0.645 0.019
O -1.217 -2.183 -1.956
H -0.885 -1.385 -1.514
H -0.781 -2.977 -1.631
O -0.747 0.686 -3.297
H -0.384 1.516 -3.419
H -0.543 0.211 -4.085
O 1.800 0.223 -3.208
H 1.341 0.295 -2.356
H 2.071 1.134 -3.247
O -2.004 1.564 -0.887
H -2.188 1.139 -0.200
H -1.681 1.149 -1.737
O 1.325 -1.778 1.516
H 1.728 -1.488 2.349
H 1.112 -2.642 1.903
O -0.814 -2.946 0.904
H -1.374 -3.022 1.708
H -0.357 -3.850 0.835
O -1.083 -0.695 2.628
H -0.960 -0.478 3.590
H -0.383 -1.295 2.451
O -0.206 1.806 1.280
H -0.954 2.367 1.241
H -0.475 1.189 1.907



Q | 39
Properties=species:S:1:pos:R:3 method="wB97M-V/def2-TZVPD" homo_ev=-9.61 charge=0 gap_ev=8.9
O 0.037 -0.132 -0.403
H 0.942 -0.358 -0.101
H -0.271 0.648 0.106
O 0.859 0.526 2.861
H 0.571 0.996 3.699
H 0.890 1.045 1.958
O -1.545 -2.545 -0.644
H -1.081 -1.780 -1.008
H -1.492 -3.291 -1.204
O 2.812 1.406 -0.693
H 3.532 0.901 -0.794
H 2.877 2.168 -0.020
O 1.583 -1.278 -3.399
H 2.110 -1.525 -2.568
H 1.649 -2.144 -3.649
O -1.059 -0.775 -3.534
H -0.879 0.134 -3.561
H -0.187 -0.900 -3.215
O -1.712 -0.945 2.860
H -2.416 -0.444 3.338
H -0.969 -0.362 2.644
O -1.988 1.565 -2.056
H -2.102 0.924 -1.174
H -1.117 1.837 -2.022
O 2.984 -1.109 2.393
H 2.299 -0.448 2.557
H 2.449 -1.817 2.039
O 0.478 2.761 -1.904
H 0.957 2.303 -1.263
H 0.265 3.443 -1.280
O -0.474 2.200 0.944
H -1.156 2.392 1.520
H -0.354 3.172 0.736
O 0.452 -3.010 1.333
H -0.422 -2.637 1.036
H 0.288 -3.243 2.249
O -2.798 0.468 0.640
H -3.494 -0.035 0.187
H -2.517 -0.114 1.393



R | 39
Properties=species:S:1:pos:R:3 method="wB97M-V/def2-TZVPD" homo_ev=-10.19 charge=0 gap_ev=10.0
H 0.726 0.183 -0.753
H -0.619 -0.071 -0.092
H -1.101 0.630 1.583
H -0.180 1.770 1.181
H 4.682 2.048 -0.586
H 4.886 3.267 -1.471
H -0.106 -4.020 -0.079
H -1.621 -3.918 -0.136
H 1.563 3.070 -3.043
H 2.620 3.393 -4.086
H -2.314 -1.157 0.734
H -3.201 -0.950 1.950
H 1.305 3.593 0.316
H 1.255 3.442 -1.196
H 1.989 -0.621 0.037
H 2.122 -2.093 0.390
H 0.495 1.476 2.710
H 0.301 1.621 4.211
H -5.017 0.235 0.672
H -5.402 -0.837 1.679
H 0.326 -2.018 3.283
H -0.903 -2.021 2.388
H -0.763 1.521 -0.954
H -1.612 0.442 -1.605
H 0.623 -3.928 -2.671
H 0.577 -4.726 -3.964
O 0.222 -0.498 -0.292
O -1.081 1.587 1.469
O 4.213 2.638 -1.187
O -0.840 -3.954 -0.700
O 2.009 3.811 -3.469
O -2.673 -0.468 1.304
O 1.869 3.459 -0.454
O 1.968 -1.501 -0.355
O -0.018 1.127 3.448
O -4.652 -0.503 1.174
O -0.326 -2.609 2.890
O -1.650 1.352 -1.290
O 0.330 -4.772 -3.033



Each structure's energy above the most stable one, in hartree: P 0.0369; Q 0.0000; R 0.1236.



P | 18
Properties=species:S:1:pos:R:3 method="wB97M-V/def2-TZVPD" smiles="C#CCON(C)C(C)=O" homo_ev=-9.33 charge=0 gap_ev=10.1
C 1.106 1.909 -0.249
C -1.409 0.612 0.428
C -2.417 -0.089 -0.160
C -3.478 -0.532 -0.453
C 1.884 -0.519 0.001
C 1.220 -1.786 0.069
H 0.536 2.363 0.469
H 2.277 2.256 -0.128
H 0.684 2.006 -1.336
H -1.688 1.742 0.734
H -1.139 0.057 1.331
H -4.583 -1.271 -0.424
H 0.740 -2.123 0.920
H 0.701 -2.290 -0.832
H 1.924 -2.675 0.253
N 0.866 0.511 0.213
O -0.259 0.083 -0.469
O 3.036 -0.254 -0.369



Q | 18
Properties=species:S:1:pos:R:3 method="wB97M-V/def2-TZVPD" homo_ev=-7.64 charge=0 gap_ev=8.2
C -1.066 -0.360 -0.387
C 0.125 -1.083 -0.966
C -1.680 -0.873 0.887
C 0.791 1.308 -0.467
C -0.527 1.635 -0.412
C 0.945 -0.092 -0.224
N 1.775 -0.533 0.758
O 1.848 2.164 -0.763
O -1.374 2.451 -0.228
H 1.757 2.962 -0.227
H -1.794 -0.059 -1.133
H 2.065 -1.495 0.797
H 2.200 0.128 1.386
H 0.245 -2.114 -0.628
H 0.222 -1.026 -2.047
H -2.201 -1.824 0.731
H -2.413 -0.161 1.268
H -0.919 -1.027 1.657



R | 18
Properties=species:S:1:pos:R:3 method="wB97M-V/def2-TZVPD" homo_ev=-9.57 charge=0 gap_ev=9.3
C -0.419 -0.062 -0.145
C 2.373 -0.357 0.386
C -1.299 -1.288 -0.200
C -0.412 0.792 1.098
C 0.286 0.333 -1.286
O 1.214 -0.943 -0.188
C -1.959 1.315 -1.235
O 0.816 0.757 -2.199
N -2.929 1.913 -1.460
H 2.215 -0.065 1.429
H 2.729 0.515 -0.177
H 3.159 -1.116 0.358
H -1.257 -1.775 -1.171
H -1.434 1.074 1.335
H -0.005 0.183 1.907
H -0.934 -1.977 0.561
H -2.325 -0.996 0.006
H 0.181 1.695 0.982



Each structure's energy above the most stable one, in hartree: P 0.1735; Q 0.0000; R 0.0735.



P | 18
Properties=species:S:1:pos:R:3 method="wB97M-V/def2-TZVPD" smiles="C#C[C@H](N)CCC(=O)O" homo_ev=-9.98 charge=0 gap_ev=10.7
C 0.168 1.073 -1.506
C -0.228 -0.352 -1.007
C 0.090 -0.447 0.584
C -0.416 -1.776 1.075
C 1.156 1.802 -0.674
C 1.939 2.446 0.050
H -1.906 1.584 -2.132
H -0.720 2.630 -1.981
H 0.709 1.102 -2.591
H 0.368 -1.064 -1.389
H -1.369 -0.536 -1.061
H -0.598 0.453 1.186
H 1.217 -0.148 0.622
H 0.528 -1.360 2.833
H 2.712 3.212 0.516
N -1.139 1.966 -1.528
O -0.111 -1.961 2.457
O -1.042 -2.554 0.489



Q | 18
Properties=species:S:1:pos:R:3 method="wB97M-V/def2-TZVPD" smiles="COC(=O)/C=C/N1CC1" homo_ev=-9.81 charge=0 gap_ev=9.9
C -2.996 -1.027 0.263
C -1.576 0.812 -0.306
C -0.219 0.705 -0.151
C 0.486 -0.414 -0.426
C 2.787 0.453 -0.721
C 2.610 0.058 0.739
H -3.637 -1.465 -0.184
H -3.964 -0.337 0.569
H -2.505 -1.483 0.942
H 0.318 1.300 0.257
H -0.109 -1.501 -0.529
H 3.568 0.138 -1.369
H 2.502 1.503 -0.706
H 2.083 0.704 1.674
H 3.230 -0.382 1.124
N 1.912 -0.566 -0.384
O -2.235 -0.270 -0.807
O -2.255 1.772 0.015



R | 18
Properties=species:S:1:pos:R:3 method="wB97M-V/def2-TZVPD" homo_ev=-9.21 charge=0 gap_ev=9.5
C -0.013 -0.630 -0.308
C -1.333 1.049 1.639
C -0.559 -0.795 -1.696
C 0.672 0.555 0.107
C 1.570 1.490 0.282
O -0.915 0.948 0.274
O -0.362 -1.528 0.631
C 2.085 -1.253 -0.638
N 2.503 -2.214 -1.147
H -1.084 -2.081 0.298
H -0.751 1.811 2.163
H -1.225 0.093 2.157
H -2.383 1.347 1.639
H -0.392 0.101 -2.292
H -0.045 -1.633 -2.170
H -1.629 -1.010 -1.651
H 2.612 1.276 0.099
H 1.250 2.473 0.611



Each structure's energy above the most stable one, in hartree: P 0.0000; Q 0.1668; R 0.0532.



P | 18
Properties=species:S:1:pos:R:3 method="wB97M-V/def2-TZVPD" smiles="C/N=C/OCCC=C=O" homo_ev=-8.81 charge=0 gap_ev=9.6
C -2.535 -0.875 -1.841
C -0.396 0.352 -1.322
C 0.723 -0.654 -1.168
C -1.510 -0.122 -2.125
C 1.541 0.200 0.920
C 0.303 0.514 2.912
N 0.465 0.065 1.568
O -3.410 -1.618 -1.730
O 1.720 0.052 -0.382
H -0.516 0.706 -0.279
H 0.171 1.138 -1.786
H 0.630 -1.648 -0.586
H 1.305 -0.932 -2.138
H -1.547 0.130 -3.164
H 2.331 0.751 1.368
H -0.765 0.785 2.991
H 0.598 -0.303 3.558
H 0.892 1.460 3.203



Q | 18
Properties=species:S:1:pos:R:3 method="wB97M-V/def2-TZVPD" homo_ev=-6.95 charge=0 gap_ev=7.8
C 0.476 -0.604 -0.008
C 1.357 0.439 0.039
C -1.603 -0.140 1.907
C -0.878 -0.070 -0.107
C 2.839 0.211 -0.029
C -1.910 -0.665 -1.013
N -0.612 1.369 -0.262
O -2.478 -0.948 2.118
O 0.781 1.632 -0.193
H 0.600 -1.646 0.244
H -0.973 0.581 2.489
H 3.166 0.089 -1.080
H 2.885 -0.679 0.664
H 3.550 0.991 0.353
H -2.926 -0.325 -0.703
H -1.745 -1.740 -1.197
H -1.594 -0.259 -2.071
H -0.934 1.764 -1.149



R | 18
Properties=species:S:1:pos:R:3 method="wB97M-V/def2-TZVPD" smiles="C[C@@H]1N[C@@H]2C[C@@]2(O)C1=O" homo_ev=-8.63 charge=0 gap_ev=9.3
C -0.131 1.464 1.976
C 0.601 0.694 0.862
C 0.675 0.137 -1.225
C 0.048 -0.769 -2.159
C -0.459 -0.814 -0.699
C 0.204 -0.819 0.623
H 0.173 0.973 2.955
H -1.262 1.385 1.859
H 0.117 2.560 1.945
H 1.632 0.652 1.200
H -0.428 1.730 -0.655
H 1.650 -0.260 -1.023
H 0.690 -1.509 -2.590
H -0.741 -0.515 -2.886
H -2.270 -0.552 -0.242
N 0.535 1.354 -0.492
O -1.591 0.026 -0.575
O 0.473 -1.687 1.402



S | 18
Properties=species:S:1:pos:R:3 method="wB97M-V/def2-TZVPD" smiles="C=C(N)[C@H]1C[C@@H]1C(=O)O" homo_ev=-8.18 charge=0 gap_ev=9.0
C -0.782 -0.531 -0.016
C 0.041 0.527 -0.510
C -0.463 -0.488 -1.482
C -2.389 0.288 0.169
C 1.520 0.057 0.216
N 1.911 0.999 1.145
C 2.221 -1.039 -0.074
O -2.878 0.145 1.428
O -3.059 0.808 -0.691
H -3.794 0.477 1.460
H -0.687 -1.297 0.734
H -0.122 1.591 -0.441
H 2.871 0.950 1.457
H 1.609 1.949 0.997
H -1.270 -0.200 -2.142
H 0.232 -1.204 -1.895
H 1.791 -1.876 -0.597
H 3.249 -1.156 0.241



Each structure's energy above the most stable one, in hartree: P 0.0000; Q 0.0856; R 0.0484; S 0.0039.



P | 18
Properties=species:S:1:pos:R:3 method="wB97M-V/def2-TZVPD" smiles="CC1=CNC2=[NH+]NCN12" homo_ev=-12.38 charge=+1 gap_ev=9.5
C 0.535 -1.532 1.198
C 0.059 -1.043 0.011
C 0.678 0.645 1.183
C 0.016 1.583 -0.837
C -0.764 -1.822 -1.052
N 0.134 0.354 0.023
N 0.895 -0.439 1.968
N 0.708 1.967 1.373
N 0.293 2.577 0.193
H 0.603 -2.514 1.635
H 0.762 1.513 -1.623
H -1.085 1.687 -1.224
H -0.083 -2.307 -1.705
H -1.303 -2.556 -0.526
H -1.420 -1.049 -1.570
H 1.415 -0.176 2.856
H 0.439 2.460 2.171
H 0.877 3.327 -0.128



Q | 18
Properties=species:S:1:pos:R:3 method="wB97M-V/def2-TZVPD" smiles="CC1=NC[C@]2(C[NH2+]2)N=N1" homo_ev=-13.32 charge=+1 gap_ev=8.9
C 1.529 0.069 0.069
C -0.203 -0.991 1.126
C -1.573 0.184 -0.885
C -0.974 0.185 0.471
C 2.705 0.068 -0.807
N 1.018 -0.995 0.505
N 0.974 1.253 0.662
N -0.250 1.300 0.912
N -2.380 0.444 0.314
H -0.060 -0.979 2.248
H -0.748 -1.826 0.785
H -1.335 1.027 -1.554
H -1.774 -0.798 -1.327
H 3.071 1.072 -1.026
H 2.382 -0.420 -1.778
H 3.460 -0.663 -0.486
H -2.776 1.363 0.197
H -3.066 -0.294 0.574



Each structure's energy above the most stable one, in hartree: P 0.0000; Q 0.0886.



P | 13
Properties=species:S:1:pos:R:3 method="wB97M-V/def2-TZVPD" smiles="CC(=S)NC(N)=O" homo_ev=-8.90 charge=0 gap_ev=9.4
C -1.863 1.112 0.070
C -0.839 -0.019 -0.069
C 1.710 -0.227 0.039
H -1.984 1.262 1.187
H -1.541 1.986 -0.503
H -2.869 0.798 -0.250
H 0.660 1.337 -0.316
H 0.779 -2.009 -0.253
H 2.521 -2.067 -0.046
N 0.412 0.403 -0.200
N 1.684 -1.539 -0.085
O 2.585 0.540 0.291
S -1.256 -1.578 0.136



Q | 13
Properties=species:S:1:pos:R:3 method="wB97M-V/def2-TZVPD" smiles="N=[S@]1(=O)CC=NC1" homo_ev=-9.26 charge=0 gap_ev=10.1
C 1.465 -0.221 -0.484
C 0.185 -1.098 -0.189
C 0.178 1.548 0.104
N 1.406 1.007 -0.310
N -1.840 -0.049 1.166
O -1.718 0.351 -1.345
S -1.077 0.204 -0.106
H 2.368 -0.636 -1.108
H 0.089 -1.829 -0.970
H -0.053 -1.510 0.852
H 0.039 1.733 1.215
H -0.047 2.550 -0.215
H -2.810 -0.319 1.009



Each structure's energy above the most stable one, in hartree: P 0.0000; Q 0.1451.